Record 1
Density functional theory data (ωB97M-V/def2-TZVPD) for C33H49BrCl3CrO4Se2Si as an isolated structure.

```
94
Properties=species:S:1:pos:R:3:mulliken_charge:R:1
Cr -1.81 1.54 0.01 0.79
C 3.43 -1.23 -5.14 -1.80
C 3.16 -1.61 -3.67 2.01
C 2.90 -3.12 -3.58 -1.60
C 4.41 -1.28 -2.86 -2.01
C 1.93 -0.85 -3.15 -0.32
C 1.92 -0.12 -1.97 -0.19
C 0.76 0.50 -1.54 -0.05
Se 0.75 1.54 0.06 -0.24
C 0.68 0.30 1.53 0.37
C 1.74 -0.52 1.87 -0.58
C 1.66 -1.33 3.00 -0.36
C 0.50 -1.23 3.76 -0.08
C -0.59 -0.41 3.44 -0.64
C -0.50 0.40 2.29 1.05
O -1.47 1.22 1.94 -1.07
C -1.85 -0.36 4.30 2.45
C -1.82 -1.39 5.43 -2.32
C -3.10 -0.64 3.45 -1.53
C -1.97 1.04 4.92 -1.76
C 2.83 -2.24 3.38 2.31
C 2.48 -3.18 4.52 -2.20
C 3.24 -3.09 2.17 -1.60
C 4.03 -1.38 3.81 -1.73
C -0.45 0.48 -2.27 1.34
O -1.49 1.18 -1.87 -0.80
C -0.47 -0.31 -3.45 -0.31
C 0.72 -0.92 -3.84 -0.07
C -1.72 -0.55 -4.32 2.05
C -1.84 -2.05 -4.64 -1.60
C -3.05 -0.13 -3.67 -1.87
C -1.55 0.24 -5.63 -1.81
H 4.35 -1.71 -5.49 0.47
H 2.61 -1.55 -5.79 0.31
H 3.54 -0.15 -5.24 0.36
H 3.77 -3.69 -3.94 0.50
H 2.70 -3.41 -2.54 0.23
H 2.03 -3.40 -4.17 0.28
H 5.28 -1.78 -3.30 0.45
H 4.60 -0.20 -2.85 0.41
H 4.32 -1.63 -1.82 0.22
H 2.81 -0.02 -1.36 0.36
H 2.62 -0.52 1.23 0.22
H 0.41 -1.86 4.64 0.37
H -1.70 -2.40 5.04 0.37
H -1.02 -1.19 6.15 0.38
H -2.77 -1.34 5.97 0.47
H -3.04 -1.64 3.00 0.19
H -4.00 -0.61 4.09 0.54
H -3.23 0.08 2.65 0.03
H -1.10 1.25 5.56 0.30
H -2.02 1.80 4.14 0.32
H -2.87 1.12 5.54 0.45
H 1.60 -3.79 4.27 0.38
H 3.32 -3.85 4.72 0.46
H 2.26 -2.63 5.45 0.37
H 2.37 -3.64 1.78 0.32
H 3.64 -2.48 1.36 0.25
H 4.01 -3.81 2.45 0.47
H 3.78 -0.80 4.70 0.36
H 4.90 -2.01 4.05 0.44
H 4.32 -0.68 3.03 0.31
H 0.69 -1.52 -4.75 0.05
H -1.84 -2.64 -3.72 0.09
H -2.78 -2.23 -5.17 0.51
H -1.03 -2.41 -5.28 0.35
H -3.21 -0.63 -2.72 0.29
H -3.11 0.93 -3.50 0.28
H -3.86 -0.43 -4.35 0.48
H -0.65 -0.07 -6.17 0.27
H -2.42 0.08 -6.28 0.46
H -1.47 1.31 -5.42 0.34
C -3.02 6.18 1.70 -1.00
Si -1.70 5.93 0.39 0.46
C -2.00 7.16 -0.99 -1.06
C -0.05 6.38 1.19 -1.01
Se -1.65 3.93 -0.58 -0.29
H -3.13 7.24 1.95 0.30
H -2.76 5.63 2.61 0.25
H -3.98 5.79 1.34 0.27
H -1.96 8.20 -0.63 0.32
H -2.98 6.98 -1.44 0.25
H -1.25 7.02 -1.77 0.26
H 0.00 7.45 1.43 0.31
H 0.76 6.13 0.50 0.24
H 0.10 5.80 2.11 0.24
Br -4.23 1.58 0.23 -0.71
Cl -2.49 -4.17 -1.45 -0.18
C -1.63 -3.02 -0.38 0.57
Cl 0.00 -2.80 -1.01 0.06
Cl -1.52 -3.75 1.25 -0.19
C -2.44 -1.63 -0.26 -0.33
O -3.64 -1.73 -0.43 -0.69
O -1.68 -0.65 -0.05 0.41
```

Output
- Max |F|: 1.01 eV Å⁻¹
- Total charge: -2
- LUMO (spin up / spin down): 3.992 / 3.991 eV
- Spin multiplicity: 2
- Frontier orbital gap (spin up / spin down): 6.0 / 6.0 eV
- HOMO (spin up / spin down): -1.98 / -1.96 eV


Record 2
Density functional theory data (ωB97M-V/def2-TZVPD) for a 2-piece molecular cluster, C2H3NO3 overall.

```
9
Properties=species:S:1:pos:R:3:mulliken_charge:R:1
C 2.19 -0.25 -0.10 0.52
C -1.34 0.16 0.66 -0.25
N 2.39 -1.35 -0.50 -0.36
O 1.80 0.85 -0.03 -0.45
O -1.29 1.52 1.21 -0.15
O -1.26 1.45 -0.21 -0.11
H -2.35 -0.16 0.64 0.11
H -0.38 1.59 -0.45 0.42
H 2.80 -2.10 -0.05 0.27
```

Output
- Max |F|: 3.36 eV Å⁻¹
- Total charge: 0
- LUMO: 0.527 eV
- Frontier orbital gap: 8.8 eV
- HOMO: -8.26 eV


Record 3
Density functional theory data (ωB97M-V/def2-TZVPD) for C21H33CoF6GeN6O4S3 as an isolated structure.

```
75
Properties=species:S:1:pos:R:3:mulliken_charge:R:1
Co 0.40 2.39 -0.10 1.12
F -5.28 -2.25 1.42 -0.18
C -4.95 -1.02 1.02 0.58
F -4.88 -0.93 -0.31 -0.19
F -5.88 -0.15 1.42 -0.18
S -3.31 -0.57 1.67 1.14
O -2.30 -1.18 0.73 -0.46
O -3.22 -1.04 3.02 -0.62
N -3.39 0.95 1.42 -0.49
S -2.21 1.99 1.54 0.99
O -1.29 1.86 2.62 -0.64
O -1.54 2.14 0.22 -0.59
C -3.12 3.55 1.67 0.44
F -3.89 3.65 0.57 -0.19
F -2.30 4.60 1.71 -0.13
F -3.84 3.48 2.78 -0.18
C 1.35 7.61 -1.59 -1.27
C 1.13 6.46 -0.69 0.70
C 1.32 6.45 0.71 -1.15
C 1.05 5.12 1.12 0.65
N 0.70 4.40 0.07 0.35
N 0.81 5.20 -1.04 -0.19
C 0.85 4.50 2.47 -0.95
H 2.31 7.52 -2.07 0.30
H 1.21 8.60 -1.10 0.36
H 0.67 7.59 -2.49 0.36
H 1.60 7.24 1.34 0.51
H 0.37 4.93 -1.90 0.19
H 1.06 3.44 2.46 -0.03
H -0.13 4.74 2.87 0.21
H 1.47 4.94 3.22 0.47
C 3.05 -4.61 -0.40 -1.39
C 2.39 -3.24 0.00 -0.13
C 1.26 -2.95 -0.85 -0.16
C 0.31 -1.91 -0.29 -0.48
Ge -0.86 -2.38 1.23 0.45
C -1.50 -4.22 1.17 -0.57
C -0.46 -5.22 1.64 -0.33
C -0.58 -6.72 1.15 -0.77
C -0.69 -6.79 -0.36 -1.07
H 3.61 -5.06 0.39 0.38
H 3.79 -4.35 -1.16 0.40
H 2.25 -5.31 -0.72 0.30
H 3.16 -2.42 0.10 0.40
H 1.97 -3.36 1.00 0.14
H 0.77 -3.88 -1.10 -0.18
H 1.58 -2.60 -1.83 0.38
H -0.46 -1.67 -1.01 0.28
H 0.91 -1.06 -0.11 0.16
H -0.52 -1.84 2.61 0.00
H -1.76 -4.44 0.14 0.42
H -2.42 -4.23 1.80 0.43
H -0.37 -5.18 2.74 0.41
H 0.48 -4.93 1.23 -0.14
H -1.45 -7.16 1.61 0.40
H 0.29 -7.15 1.57 0.42
H -0.02 -6.00 -0.88 0.17
H -1.66 -6.54 -0.68 0.37
H -0.37 -7.78 -0.78 0.32
S 3.08 0.50 3.37 0.05
C 2.17 0.99 2.13 0.62
N 1.61 1.22 1.11 -0.62
N 2.85 2.28 -1.98 -0.34
C 1.75 1.74 -2.63 0.90
C 2.05 0.79 -3.60 -1.03
C 1.03 -0.08 -3.96 -0.18
C -0.29 0.16 -3.56 -0.66
C -0.48 1.23 -2.73 -0.61
N 0.54 1.94 -2.16 0.17
H 3.78 2.01 -2.33 0.25
H 2.74 3.23 -1.72 0.12
H 3.07 0.66 -3.95 0.36
H 1.30 -0.93 -4.62 0.44
H -1.15 -0.43 -3.93 0.47
H -1.48 1.45 -2.40 0.53
```

Output
- Max |F|: 2.84 eV Å⁻¹
- Total charge: +2
- LUMO (spin up / spin down): -5.097 / -9.702 eV
- Spin multiplicity: 5
- Frontier orbital gap (spin up / spin down): 9.6 / 5.0 eV
- HOMO (spin up / spin down): -14.71 / -14.70 eV


Record 4
Density functional theory data (ωB97M-V/def2-TZVPD) for C23H56CrF8N2O15S4 as an isolated structure.

```
109
Properties=species:S:1:pos:R:3:mulliken_charge:R:1
Cr -2.31 3.38 0.71 0.94
N -3.19 3.38 2.45 0.35
S -4.61 3.64 3.11 0.80
O -5.33 4.85 2.75 -0.53
O -4.91 3.10 4.45 -0.51
F -5.45 2.58 2.22 -0.29
S -2.56 4.30 3.88 0.83
O -2.24 3.58 5.11 -0.43
O -2.88 5.72 3.92 -0.48
F -1.08 4.38 3.24 -0.25
C -0.80 0.09 -1.39 0.52
F 0.35 0.44 -0.73 -0.04
F -1.25 0.92 -2.28 -0.15
F -0.64 -1.12 -1.88 -0.14
S -2.14 -0.02 0.06 0.68
O -3.47 0.24 -0.51 -0.73
O -2.10 -1.40 0.58 -0.43
N -1.79 1.47 1.02 0.45
S -1.03 0.76 2.31 0.25
O -0.11 -0.39 2.02 -0.02
O -0.44 1.83 3.13 -0.51
C -2.58 0.08 3.34 0.49
F -3.73 0.34 2.69 -0.25
F -2.52 -1.21 3.60 -0.07
F -2.63 0.68 4.56 -0.17
C 2.88 2.21 2.90 -1.30
C 2.65 3.47 2.05 0.76
C 3.94 4.28 1.84 -1.44
O 2.21 2.97 0.87 -0.35
H 1.94 1.67 3.04 0.11
H 3.25 2.52 3.88 0.50
H 3.63 1.56 2.47 0.32
H 1.82 4.03 2.48 0.09
H 4.62 3.69 1.22 0.24
H 4.40 4.48 2.81 0.41
H 3.62 5.16 1.29 0.38
H 1.62 3.68 0.60 0.16
C 1.85 -2.74 3.15 -0.98
C 3.24 -3.24 2.55 0.38
C 4.16 -2.18 2.16 -0.93
O 3.91 -4.10 3.43 -0.58
H 1.94 -2.00 3.95 0.45
H 1.28 -3.61 3.47 0.34
H 1.33 -2.41 2.25 0.01
H 3.03 -3.89 1.69 0.27
H 5.19 -2.32 2.49 0.44
H 3.86 -1.27 2.68 0.19
H 4.23 -2.03 1.08 0.09
H 3.84 -3.68 4.30 0.33
C 2.83 -6.25 -2.09 -1.21
C 1.74 -5.16 -2.49 0.64
C 2.18 -3.78 -2.89 -0.96
O 1.16 -5.66 -3.69 -0.55
H 2.42 -7.26 -2.15 0.33
H 3.27 -6.26 -1.09 0.30
H 3.76 -6.30 -2.65 0.34
H 1.00 -5.05 -1.70 0.05
H 2.69 -3.71 -3.85 0.37
H 2.82 -3.46 -2.06 0.25
H 1.33 -3.10 -2.97 0.14
H 0.48 -6.30 -3.48 0.31
C -1.61 -4.22 2.04 -1.03
C -2.97 -4.55 2.70 0.54
C -2.82 -4.47 4.19 -1.18
O -3.80 -3.48 2.35 -0.59
H -1.63 -4.19 0.95 0.33
H -0.75 -4.81 2.34 0.51
H -1.26 -3.21 2.26 -0.01
H -3.35 -5.50 2.30 0.40
H -2.41 -3.53 4.56 0.17
H -2.07 -5.18 4.54 0.40
H -3.80 -4.64 4.64 0.33
H -3.27 -2.71 2.16 0.17
C 4.88 2.15 -2.40 -1.36
C 3.52 1.49 -2.62 0.83
C 3.42 0.02 -1.93 -1.06
O 2.42 2.34 -2.10 -0.40
H 5.01 2.98 -3.10 0.39
H 5.71 1.46 -2.56 0.37
H 5.01 2.63 -1.43 0.15
H 3.28 1.45 -3.68 0.09
H 4.26 -0.56 -2.33 0.49
H 2.49 -0.45 -2.26 -0.03
H 3.53 -0.19 -0.87 0.35
H 2.47 2.27 -1.14 0.24
C -0.05 1.82 -6.84 -1.53
C 0.46 1.61 -5.38 0.87
C 0.84 0.18 -5.12 -0.84
O 1.39 2.57 -5.05 -0.51
H -0.12 2.89 -7.07 0.36
H -1.08 1.48 -6.95 0.41
H 0.47 1.24 -7.59 0.38
H -0.41 1.96 -4.82 -0.14
H 1.74 -0.27 -5.53 0.44
H -0.02 -0.49 -5.19 0.45
H 1.10 0.01 -4.07 -0.25
H 2.14 2.28 -5.57 0.35
C -4.69 2.49 -2.40 -1.20
C -4.96 3.37 -1.16 0.34
C -6.33 3.15 -0.63 -1.36
O -4.11 2.82 -0.22 0.20
H -5.10 1.48 -2.34 0.36
H -3.61 2.36 -2.46 0.19
H -4.99 2.81 -3.39 0.46
H -4.70 4.41 -1.33 0.50
H -6.58 2.31 0.02 0.32
H -7.10 2.98 -1.38 0.40
H -6.75 3.93 0.01 0.37
H -4.47 1.94 -0.08 0.09
```

Output
- Max |F|: 11.34 eV Å⁻¹
- Total charge: +1
- LUMO (spin up / spin down): -9.177 / -7.197 eV
- Spin multiplicity: 4
- Frontier orbital gap (spin up / spin down): 2.5 / 4.5 eV
- HOMO (spin up / spin down): -11.68 / -11.69 eV


Record 5
Density functional theory data (ωB97M-V/def2-TZVPD) for C2H2F6N2O3S2 as an isolated structure.

```
17
Properties=species:S:1:pos:R:3:mulliken_charge:R:1
C -1.14 0.84 2.33 0.82
C -1.92 0.10 -2.49 0.71
N -2.67 -1.04 -0.08 -0.42
N 0.66 -0.08 0.42 -0.53
O -0.42 -1.66 1.86 -0.60
O -4.07 0.90 -0.76 -0.59
O -1.53 1.14 -0.39 -0.68
F -1.24 0.48 3.65 -0.21
F -0.32 1.87 2.25 -0.20
F -2.39 1.21 1.97 -0.23
F -2.53 -0.57 -3.50 -0.24
F -0.77 -0.52 -2.22 -0.23
F -1.74 1.34 -2.86 -0.21
S -0.81 -0.57 1.08 0.87
S -2.75 0.37 -0.71 1.11
H 1.09 -0.96 0.12 0.31
H 0.57 0.50 -0.35 0.32
```

Output
- Max |F|: 4.16 eV Å⁻¹
- Total charge: 0
- LUMO (spin up / spin down): -2.936 / -2.938 eV
- Frontier orbital gap (spin up / spin down): 7.9 / 7.9 eV
- HOMO (spin up / spin down): -10.82 / -10.83 eV


Record 6
Density functional theory data (ωB97M-V/def2-TZVPD) for C5H13N3O as an isolated structure.

```
22
Properties=species:S:1:pos:R:3:mulliken_charge:R:1
C 2.54 -1.74 1.25 -0.62
C 0.81 1.46 0.58 -0.79
C -2.32 -0.03 0.36 -0.88
C -1.52 1.25 -1.53 -0.96
N 0.58 0.04 0.46 -0.07
N -1.37 0.07 -0.72 -0.15
C 0.44 -0.67 -0.60 0.82
O 2.41 -0.53 0.57 -0.46
N 0.62 -1.64 -1.33 -0.68
H -0.16 -1.90 -1.92 0.32
H 2.21 -2.61 0.65 0.26
H 3.61 -1.90 1.46 0.25
H 2.01 -1.75 2.21 0.24
H 1.61 1.59 1.31 0.31
H 1.12 1.93 -0.36 0.31
H -0.09 1.93 0.98 0.27
H -2.09 -0.89 1.00 0.28
H -2.35 0.87 0.99 0.30
H -0.73 1.32 -2.28 0.30
H -1.55 2.19 -0.95 0.31
H -3.33 -0.18 -0.05 0.31
H -2.48 1.19 -2.08 0.33
```

Output
- Max |F|: 2.66 eV Å⁻¹
- Total charge: 0
- LUMO (spin up / spin down): -0.136 / 0.270 eV
- Frontier orbital gap (spin up / spin down): 7.8 / 8.7 eV
- HOMO (spin up / spin down): -7.92 / -8.40 eV


Record 7
Density functional theory data (ωB97M-V/def2-TZVPD) for C12H27F2LiNO14PS2 as an isolated structure.

```
60
Properties=species:S:1:pos:R:3:mulliken_charge:R:1
Li 0.17 1.21 0.19 1.31
N -1.40 2.26 -0.18 0.08
S -2.37 2.57 0.86 0.95
O -3.76 2.14 0.66 -0.42
O -2.06 3.83 1.58 -0.31
F -1.81 1.40 1.79 -0.16
S -1.97 3.11 -1.49 0.79
O -2.75 4.36 -1.43 -0.46
O -2.20 2.32 -2.64 -0.44
F -0.47 3.75 -1.95 -0.32
C 3.08 3.91 1.46 -0.55
O 2.29 4.03 2.69 -0.36
C 1.42 3.13 2.92 0.74
O 1.07 2.24 2.15 -0.45
O 0.89 3.46 4.10 -0.35
C 0.01 2.60 4.78 -0.39
H 3.80 3.10 1.57 0.19
H 3.74 4.77 1.38 0.31
H 2.51 3.74 0.55 0.26
H 0.65 1.82 5.19 0.31
H -0.57 2.05 4.05 0.02
H -0.61 3.13 5.50 0.24
C 2.66 -0.23 -3.04 -0.67
O 3.36 -0.51 -1.81 -0.35
C 2.98 0.18 -0.67 0.84
O 2.10 1.04 -0.61 -0.61
O 3.89 -0.12 0.21 -0.32
C 3.80 0.26 1.52 -0.48
H 2.30 -1.16 -3.49 0.28
H 3.36 0.17 -3.76 0.32
H 1.87 0.53 -3.01 0.25
H 4.75 0.72 1.79 0.31
H 3.91 -0.67 2.09 0.32
H 2.91 0.80 1.83 0.03
C -2.90 -1.05 -3.75 -1.25
C -1.73 -1.27 -2.82 0.24
O -2.00 -2.10 -1.73 -0.27
P -0.90 -2.06 -0.49 -0.12
O -0.43 -0.69 -0.05 0.48
O -1.66 -2.85 0.66 -0.40
C -2.77 -2.32 1.45 -0.22
C -2.35 -1.81 2.77 -1.04
O 0.33 -3.02 -1.02 -0.24
C -0.04 -4.40 -1.18 -0.29
C 0.52 -4.87 -2.53 -1.19
H -3.51 -1.95 -3.83 0.35
H -3.45 -0.13 -3.54 0.27
H -2.39 -1.00 -4.71 0.38
H -0.91 -1.73 -3.36 0.17
H -1.28 -0.31 -2.57 0.05
H -3.15 -1.51 0.83 0.26
H -3.51 -3.09 1.68 0.36
H -3.14 -1.28 3.32 0.35
H -2.15 -2.71 3.35 0.40
H -1.37 -1.36 2.65 0.15
H 0.31 -4.91 -0.29 0.38
H -1.12 -4.58 -1.15 0.31
H 1.59 -4.63 -2.55 0.29
H 0.49 -5.96 -2.60 0.41
H -0.04 -4.39 -3.32 0.24
```

Output
- Max |F|: 10.53 eV Å⁻¹
- Total charge: +1
- LUMO (spin up / spin down): -3.511 / -9.481 eV
- Spin multiplicity: 2
- Frontier orbital gap (spin up / spin down): 10.1 / 4.2 eV
- HOMO (spin up / spin down): -13.64 / -13.64 eV


Record 8
Density functional theory data (ωB97M-V/def2-TZVPD) for C21H51BClF3InNO13P3 as an isolated structure.

```
95
Properties=species:S:1:pos:R:3:mulliken_charge:R:1
C 0.31 -4.54 1.49 -1.02
C 0.95 -3.19 1.15 -0.45
C 0.19 -2.33 0.09 -0.60
C -1.04 -2.99 -0.53 0.18
C -1.26 -2.28 -1.90 -1.78
In -2.98 -2.70 0.62 0.54
C -2.73 -1.73 2.62 -1.47
C -1.83 -2.48 3.62 -0.22
C -2.48 -3.75 4.20 -0.20
Cl -2.17 -3.81 6.00 -0.30
C -4.30 -1.29 -0.60 -1.27
C -5.80 -1.56 -0.34 -0.49
C -6.31 -0.90 0.91 0.60
F -5.49 -0.20 1.74 -0.26
C -7.62 -0.98 1.28 0.12
F -8.22 -2.13 1.62 -0.23
F -8.47 0.05 1.32 -0.24
B -4.09 -4.71 0.65 0.18
N -4.28 -5.57 1.84 -0.53
O -4.61 -5.20 -0.55 -0.61
H -0.78 -4.50 1.61 -0.09
H 0.70 -4.88 2.45 0.39
H 0.59 -5.28 0.74 0.43
H 1.04 -2.57 2.05 0.12
H 1.98 -3.38 0.82 0.44
H -0.02 -1.34 0.50 0.31
H 0.90 -2.15 -0.74 0.39
H -0.91 -4.05 -0.76 0.33
H -1.01 -1.22 -1.86 0.27
H -2.25 -2.48 -2.31 0.33
H -0.54 -2.76 -2.59 0.50
H -2.38 -0.69 2.58 0.44
H -3.73 -1.69 3.07 0.49
H -1.66 -1.81 4.47 0.55
H -0.84 -2.73 3.24 -0.18
H -3.55 -3.77 4.06 0.20
H -1.99 -4.63 3.80 0.20
H -4.09 -0.30 -0.21 0.40
H -4.11 -1.36 -1.67 0.29
H -6.00 -2.64 -0.26 0.16
H -6.43 -1.19 -1.16 0.41
H -5.11 -6.15 1.65 0.22
H -3.50 -6.23 1.85 0.17
H -4.19 -4.72 -1.27 0.31
C 4.94 0.51 2.52 -0.61
O 3.76 0.08 3.19 -0.23
P 3.43 0.26 4.82 1.09
O 1.97 0.48 4.54 -0.64
O 4.26 1.65 4.95 -0.39
C 3.71 2.84 4.38 -0.70
O 3.27 0.23 6.48 -0.36
C 2.07 -0.30 7.04 -0.58
H 5.17 -0.22 1.74 0.28
H 4.76 1.47 2.03 0.12
H 5.80 0.58 3.19 0.35
H 2.83 2.63 3.78 0.34
H 4.47 3.30 3.75 0.25
H 3.46 3.53 5.18 0.27
H 1.81 -1.26 6.59 0.33
H 1.26 0.41 6.89 0.24
H 2.24 -0.44 8.11 0.23
C 3.70 2.52 -1.11 -0.68
O 4.37 3.55 -0.36 -0.18
P 4.92 4.96 -0.99 0.95
O 4.66 5.89 0.14 -0.64
O 3.82 5.03 -2.18 -0.34
C 2.54 5.58 -1.90 -0.68
O 5.99 5.78 -1.93 -0.31
C 6.89 6.68 -1.29 -0.62
H 4.01 1.56 -0.70 0.26
H 2.62 2.61 -0.96 0.27
H 3.95 2.55 -2.16 0.34
H 2.39 5.77 -0.83 0.35
H 1.77 4.88 -2.23 0.22
H 2.42 6.51 -2.45 0.25
H 7.38 6.22 -0.44 0.31
H 6.36 7.57 -0.97 0.26
H 7.64 6.96 -2.02 0.23
C -1.23 -1.11 -5.99 -0.75
O -0.65 -0.07 -5.20 -0.16
P -0.31 1.45 -5.73 0.95
O -0.68 2.22 -4.51 -0.61
O -1.47 1.45 -6.86 -0.39
C -2.81 1.74 -6.48 -0.72
O 0.55 2.55 -6.61 -0.35
C 1.28 3.53 -5.87 -0.56
H -0.79 -2.06 -5.67 0.27
H -2.30 -1.15 -5.78 0.23
H -1.04 -0.98 -7.05 0.43
H -2.93 1.79 -5.39 0.36
H -3.46 0.95 -6.86 0.26
H -3.11 2.68 -6.93 0.24
H 1.87 3.09 -5.08 0.25
H 0.58 4.26 -5.46 0.26
H 1.94 4.05 -6.57 0.30
```

Output
- Max |F|: 8.16 eV Å⁻¹
- Total charge: -1
- LUMO: 0.133 eV
- Frontier orbital gap: 4.1 eV
- HOMO: -3.99 eV


total charge of number 4 (C23H56CrF8N2O15S4)? +1